No. 1
Entry from the Open Molecules 2025 dataset: a structure of composition C8H9N at a distorted geometry (ωB97M-V/def2-TZVPD).

Last column: natural (NBO) charge in e.
CARTESIAN COORDINATES (ANGSTROEM)
C (3.6044, -0.1198, -0.1638)  -0.239
C (2.5077, 0.2223, 0.0390)  -0.002
C (1.1490, 0.6752, 0.0290)  -0.321
C (0.3063, -0.5941, 0.5732)  -0.225
C (-1.1374, -0.2009, 0.9288)  -0.241
C (-1.7915, -0.8082, -0.2510)  -0.234
C (-1.4225, 1.1335, 0.1270)  -0.251
C (0.2772, -0.1127, -0.8432)  -0.066
H (4.6061, -0.2914, -0.0499)  0.221
H (0.7751, 1.5317, 0.5951)  0.258
H (0.8383, -1.4310, 0.7928)  0.230
H (-1.3967, -0.2894, 1.9069)  0.217
H (-2.8307, -0.7704, -0.5140)  0.205
H (-1.5424, -1.7744, -0.6715)  0.197
H (-2.5573, 1.1248, 0.0379)  0.202
H (-1.1101, 2.1367, 0.1484)  0.207
H (0.7460, -0.7373, -1.5955)  0.227
N (-1.0216, 0.3055, -1.0893)  -0.386

Output
Highest occupied orbital energy, eV: -8.6
Energy relative to the best compared isomer or geometry (same formula, charge and spin), kJ/mol: 580.3
Frontier orbital gap, Ha: 0.3534
Calculated total energy, Eh: -364.75826

=====

No. 2
Entry from the Open Molecules 2025 dataset: a structure of composition C4H6O8SZn (ωB97M-V/def2-TZVPD).

Last column: natural (NBO) charge in e.
CARTESIAN COORDINATES (ANGSTROEM)
Zn (-20.8879, 9.5803, -7.2024)  1.705
C (-22.1115, 7.9815, -10.6634)  -0.717
C (-21.5049, 8.5385, -9.3912)  0.756
O (-20.9253, 9.6402, -9.4350)  -0.757
O (-21.6273, 7.8818, -8.3142)  -0.813
H (-21.3401, 7.9263, -11.4335)  0.202
H (-22.8908, 8.6682, -10.9911)  0.221
H (-22.5162, 6.9872, -10.4829)  0.200
C (-18.3531, 8.2791, -4.4195)  -0.713
C (-19.3046, 8.7370, -5.4975)  0.751
O (-20.5362, 8.7713, -5.2573)  -0.770
O (-18.8297, 9.1033, -6.6059)  -0.794
H (-17.7975, 9.1300, -4.0207)  0.216
H (-17.5986, 7.6099, -4.8449)  0.202
H (-18.8586, 7.7679, -3.6031)  0.204
S (-22.2347, 11.7960, -6.6677)  2.557
O (-22.9147, 12.8111, -7.4760)  -1.063
O (-20.7732, 11.6360, -7.0811)  -1.161
O (-22.3134, 12.1044, -5.2323)  -1.069
O (-22.7768, 10.4119, -6.9439)  -1.157

Output
Highest occupied orbital energy, eV: -1.3
Charge: -2
Energy relative to the best compared isomer or geometry (same formula, charge and spin), kJ/mol: 0.0
Frontier orbital gap, Ha: 0.2423
Calculated total energy, Eh: -2935.64736

=====

No. 3
Entry from the Open Molecules 2025 dataset: the molecule C19H31N5O3 (ωB97M-V/def2-TZVPD).

Last column: natural (NBO) charge in e.
CARTESIAN COORDINATES (ANGSTROEM)
C (1.0937, 3.0178, 1.9274)  -0.608
C (-0.4215, 2.8760, 1.9507)  -0.199
C (-0.8707, 1.8469, 2.9875)  -0.437
C (-2.3731, 1.6325, 2.9356)  -0.061
O (-2.7945, 1.2296, 1.6414)  -0.526
C (-2.4723, 2.1971, 0.6713)  -0.054
C (-0.9603, 2.4415, 0.5879)  -0.345
C (-0.7291, 3.4957, -0.4878)  0.704
O (-0.7778, 4.6841, -0.2105)  -0.643
N (-0.5259, 3.0549, -1.7649)  -0.449
C (-0.2740, 4.0156, -2.8224)  -0.417
C (-0.3585, 1.6517, -2.1005)  -0.206
C (1.0797, 1.1621, -1.9148)  -0.418
C (1.1722, -0.3507, -1.7471)  -0.386
C (0.4189, -1.1575, -2.8109)  -0.509
C (0.6074, -2.6365, -2.5496)  0.704
O (1.5189, -3.2534, -3.0727)  -0.627
N (-0.2623, -3.2534, -1.6777)  -0.440
C (0.1201, -4.5887, -1.2224)  -0.212
C (1.1765, -4.5158, -0.1050)  -0.445
C (0.7518, -3.4287, 0.8228)  0.118
C (-0.2480, -2.5260, 0.5933)  0.028
N (-0.3057, -1.6565, 1.6297)  -0.242
N (0.5995, -1.9917, 2.4962)  -0.067
N (1.2490, -3.0642, 2.0209)  -0.157
C (2.2983, -3.6857, 2.7989)  -0.411
C (-1.0363, -2.5120, -0.6783)  -0.230
H (1.5632, 2.0649, 1.6637)  0.196
H (1.4082, 3.7738, 1.2061)  0.218
H (1.4717, 3.3109, 2.9085)  0.212
H (-0.8668, 3.8474, 2.1865)  0.217
H (-0.3710, 0.8908, 2.7980)  0.222
H (-0.5837, 2.1753, 3.9905)  0.209
H (-2.6861, 0.8416, 3.6153)  0.195
H (-2.8981, 2.5580, 3.2145)  0.156
H (-2.8641, 1.8281, -0.2787)  0.185
H (-2.9676, 3.1523, 0.8973)  0.174
H (-0.4778, 1.4941, 0.3395)  0.215
H (-0.3424, 5.0149, -2.4054)  0.250
H (0.7225, 3.8725, -3.2474)  0.190
H (-1.0120, 3.9044, -3.6200)  0.192
H (-1.0384, 1.0537, -1.4935)  0.200
H (-0.6828, 1.5169, -3.1348)  0.205
H (1.6973, 1.5016, -2.7509)  0.205
H (1.4857, 1.6304, -1.0146)  0.217
H (2.2185, -0.6632, -1.7474)  0.221
H (0.7783, -0.6001, -0.7572)  0.205
H (-0.6392, -0.8956, -2.8309)  0.209
H (0.8341, -0.9612, -3.7997)  0.237
H (-0.7829, -5.0728, -0.8461)  0.198
H (0.4979, -5.1530, -2.0690)  0.244
H (1.2487, -5.4809, 0.4011)  0.224
H (2.1539, -4.2928, -0.5401)  0.237
H (3.0372, -4.1162, 2.1264)  0.214
H (2.7640, -2.9188, 3.4107)  0.236
H (1.8931, -4.4659, 3.4422)  0.212
H (-1.2313, -1.4960, -1.0078)  0.226
H (-2.0061, -2.9999, -0.5555)  0.215

Output
Highest occupied orbital energy, eV: -9.1
Energy relative to the best compared isomer or geometry (same formula, charge and spin), kJ/mol: 169.4
SMILES: C[C@@H]1CCOC[C@H]1C(=O)N(C)CCCCC(=O)N1CCc2c(nnn2C)C1
Frontier orbital gap, Ha: 0.3556
Calculated total energy, Eh: -1242.10806

=====

No. 4
Entry from the Open Molecules 2025 dataset: a cluster of 7 separate species, C36H90ClN6O16 in total at a distorted geometry (ωB97M-V/def2-TZVPD).

Last column: Mulliken charge in e.
CARTESIAN COORDINATES (ANGSTROEM)
Cl (1.0698, 0.3974, -1.9656)  1.316
O (1.0462, 0.7214, -0.5509)  -0.393
O (1.3074, 1.5764, -2.7239)  -0.779
O (2.1162, -0.5632, -2.2910)  -0.648
O (-0.2635, -0.0838, -2.3029)  -0.416
C (-7.2359, -2.5502, 1.2687)  -0.670
O (-6.2066, -1.7474, 0.6093)  -0.265
C (-6.1060, -0.4564, 1.1804)  -0.677
C (-4.7962, 0.2019, 0.9558)  0.024
N (-4.4022, -0.0254, -0.4930)  -0.313
C (-3.0198, 0.4085, -0.7279)  -0.428
C (-2.7427, 1.9069, -0.9133)  -0.403
O (-3.6465, 2.3585, -1.9312)  -0.255
C (-3.8390, 3.7520, -1.9086)  -0.941
H (-7.4512, -3.4703, 0.7254)  0.244
H (-8.1064, -1.8956, 1.3114)  0.336
H (-6.9735, -2.9776, 2.2365)  0.150
H (-6.3056, -0.4229, 2.2514)  0.391
H (-6.9302, 0.1084, 0.7447)  0.441
H (-4.0689, -0.1588, 1.6832)  -0.088
H (-4.8556, 1.2708, 1.1608)  0.247
H (-4.8273, 0.7376, -1.0000)  0.359
H (-2.7247, 0.0332, -1.7078)  -0.166
H (-2.3021, -0.0895, -0.0759)  0.210
H (-1.7325, 1.9187, -1.3226)  0.411
H (-2.7977, 2.4071, 0.0535)  0.466
H (-4.5775, 4.1169, -1.1947)  0.310
H (-4.2869, 3.8717, -2.8951)  0.274
H (-2.9392, 4.3671, -1.9181)  0.322
C (4.5020, 0.7857, 3.9488)  -0.581
O (4.3318, -0.1919, 2.8587)  -0.490
C (3.7816, 0.3121, 1.6613)  0.627
C (4.6418, -0.0632, 0.4269)  -0.626
N (6.0522, 0.3348, 0.6098)  -0.261
C (6.4060, 1.7482, 0.7029)  -0.248
C (7.9093, 1.9214, 1.0129)  -0.811
O (8.3865, 1.3914, 2.2476)  -0.244
C (9.7577, 1.6666, 2.5391)  -0.782
H (4.8033, 0.3352, 4.8945)  0.278
H (3.6430, 1.4549, 3.9959)  0.224
H (5.3837, 1.3263, 3.6046)  0.170
H (3.6017, 1.3851, 1.5945)  0.021
H (2.7948, -0.1186, 1.4914)  0.005
H (4.3269, 0.4476, -0.4830)  0.337
H (4.3902, -1.0985, 0.1968)  -0.025
H (6.4784, -0.2027, 1.3511)  0.342
H (5.9327, 2.2949, 1.5185)  0.179
H (6.2232, 2.0735, -0.3213)  0.285
H (8.0112, 3.0059, 1.0501)  0.391
H (8.5322, 1.5785, 0.1867)  0.376
H (10.4090, 1.1734, 1.8176)  0.301
H (9.9253, 1.4581, 3.5958)  0.242
H (10.0070, 2.7263, 2.4839)  0.316
C (2.5149, -5.6526, -4.6406)  -0.583
O (2.5300, -5.4692, -3.2649)  -0.373
C (2.4755, -4.1507, -2.7814)  0.316
C (2.5219, -4.1993, -1.2503)  -0.569
N (1.4015, -3.4939, -0.6213)  -0.219
C (1.4472, -3.2262, 0.7772)  0.299
C (1.2070, -4.5612, 1.6216)  -0.807
O (0.7767, -4.1420, 2.9237)  -0.106
C (0.6614, -5.2475, 3.7200)  -1.050
H (1.5714, -5.2423, -5.0003)  0.130
H (2.4827, -6.6801, -5.0028)  0.258
H (3.4091, -5.2381, -5.1061)  0.309
H (1.5470, -3.6729, -3.0943)  -0.340
H (3.2705, -3.4952, -3.1368)  0.381
H (3.4183, -3.7068, -0.8734)  0.238
H (2.5255, -5.2413, -0.9303)  0.324
H (1.1626, -2.6589, -1.1369)  0.089
H (0.7180, -2.4368, 0.9591)  -0.236
H (2.3927, -2.7399, 1.0172)  -0.045
H (2.1101, -5.1704, 1.6570)  0.422
H (0.3720, -5.1285, 1.2104)  0.401
H (-0.0532, -5.9938, 3.3728)  0.423
H (0.2944, -4.9396, 4.6991)  0.284
H (1.5972, -5.7615, 3.9396)  0.319
C (1.4570, 3.3418, 2.0048)  -0.415
O (1.0202, 4.6208, 1.7537)  -0.423
C (0.1342, 4.5990, 0.6621)  -0.376
C (-0.5044, 6.0319, 0.6182)  -0.748
N (0.4411, 7.0150, 0.1071)  -0.211
C (-0.0772, 8.2968, 0.2582)  -0.749
C (0.8510, 9.3544, -0.4032)  -0.622
O (2.0425, 9.4831, 0.3564)  -0.305
C (3.0888, 10.1030, -0.3252)  -0.799
H (1.9037, 2.9094, 1.1095)  0.221
H (0.7329, 2.6044, 2.3510)  0.234
H (2.2276, 3.5083, 2.7574)  0.262
H (-0.5715, 3.7748, 0.5583)  0.246
H (0.7609, 4.5065, -0.2250)  0.315
H (-0.8446, 6.1916, 1.6413)  0.264
H (-1.3255, 5.9223, -0.0902)  0.415
H (1.3546, 6.9613, 0.5346)  0.252
H (-0.3492, 8.6022, 1.2686)  0.390
H (-1.0780, 8.4053, -0.1598)  0.426
H (0.3519, 10.3164, -0.5195)  0.413
H (1.1860, 9.0372, -1.3908)  0.348
H (2.8754, 11.0614, -0.7984)  0.302
H (3.4767, 9.4574, -1.1132)  0.338
H (3.9104, 10.2391, 0.3779)  0.253
C (-4.0331, -7.2484, 5.5248)  -0.770
O (-3.8946, -6.3692, 4.4393)  -0.347
C (-3.7397, -4.9662, 4.7620)  -0.187
C (-3.9243, -4.2119, 3.4394)  -0.958
N (-4.3046, -2.7846, 3.6067)  -0.092
C (-3.3268, -2.0582, 4.4090)  -1.225
C (-1.9107, -2.0265, 3.8627)  0.003
O (-1.8166, -1.0187, 2.8139)  -0.126
C (-0.4427, -0.6772, 2.7551)  -0.480
H (-5.0915, -7.2554, 5.7851)  0.288
H (-3.3942, -6.9627, 6.3604)  0.307
H (-3.7849, -8.2927, 5.3352)  0.267
H (-2.7938, -4.7371, 5.2527)  0.300
H (-4.5463, -4.7763, 5.4702)  0.350
H (-4.8290, -4.6255, 2.9937)  0.338
H (-3.1199, -4.3973, 2.7276)  0.226
H (-5.2134, -2.8329, 4.0446)  0.294
H (-3.2773, -2.4363, 5.4301)  0.580
H (-3.6765, -1.0303, 4.5046)  0.394
H (-1.4557, -2.9070, 3.4090)  0.015
H (-1.2938, -1.9511, 4.7581)  0.318
H (0.1940, -1.5605, 2.7055)  0.257
H (-0.1920, -0.1404, 3.6701)  0.419
H (-0.1995, -0.1728, 1.8199)  -0.136
C (-2.8088, -4.2406, -5.0266)  -0.773
O (-2.0981, -3.3744, -4.1700)  -0.257
C (-1.3061, -2.4191, -4.8542)  -0.476
C (-2.0905, -1.3027, -5.6917)  -0.266
N (-2.5889, -0.4127, -4.6293)  -0.378
C (-2.7211, 1.0074, -5.0692)  -0.360
C (-1.3903, 1.5928, -5.4160)  -0.631
O (-0.8842, 1.4361, -6.7452)  -0.394
C (0.4228, 1.9732, -6.9440)  -0.750
H (-2.0815, -4.8310, -5.5838)  0.298
H (-3.4005, -3.7770, -5.8159)  0.263
H (-3.4458, -4.9645, -4.5184)  0.286
H (-0.7052, -2.9410, -5.5989)  0.439
H (-0.6474, -1.9603, -4.1168)  0.061
H (-2.8882, -1.6734, -6.3354)  0.350
H (-1.3004, -0.8066, -6.2554)  0.224
H (-1.9007, -0.3908, -3.8903)  0.070
H (-3.0458, 1.4823, -4.1433)  0.001
H (-3.3934, 1.1028, -5.9218)  0.398
H (-0.6332, 1.2756, -4.6988)  0.446
H (-1.4171, 2.6402, -5.1156)  0.580
H (0.4611, 2.9768, -6.5205)  0.336
H (0.6375, 2.0407, -8.0105)  0.242
H (1.2393, 1.4523, -6.4438)  0.273

Output
Highest occupied orbital energy, eV: -5.7
Charge: -1
Energy relative to the best compared isomer or geometry (same formula, charge and spin), kJ/mol: 420.6
Frontier orbital gap, Ha: 0.2920
Calculated total energy, Eh: -3417.60187